{
  "formula": "C39H37GaN2O8S4Sb",
  "method": "the ωB97M-V functional and the def2-TZVPD basis",
  "energy_ha": -5977.4801,
  "e_lumo_ev": -2.4,
  "homo_energy_ev": -11.3,
  "gap_ev": 8.98,
  "total_charge": 1,
  "symbols": ["Ga", "O", "S", "O", "O", "C", "C", "C", "C", "C", "C", "S", "O", "O", "O", "H", "H", "H", "H", "C", "C", "O", "N", "C", "C", "C", "C", "C", "C", "N", "H", "H", "H", "H", "H", "H", "H", "H", "H", "H", "S", "Sb", "C", "C", "C", "C", "C", "C", "C", "C", "C", "C", "C", "C", "C", "C", "C", "C", "C", "C", "H", "H", "H", "H", "H", "H", "H", "H", "H", "H", "H", "H", "H", "H", "H", "C", "S", "O", "C", "C", "C", "C", "C", "C", "H", "H", "H", "H", "H", "H", "H", "H"],
  "positions_angstrom": [[0.221, 0.274, 0.043], [0.017, 2.307, 3.049], [0.893, 2.762, 2.016], [0.870, 4.160, 1.683], [0.710, 1.981, 0.711], [2.578, 2.342, 2.415], [3.431, 3.408, 2.641], [4.767, 3.184, 2.949], [5.252, 1.896, 3.041], [4.413, 0.815, 2.810], [3.079, 1.024, 2.495], [2.167, -0.448, 2.093], [2.924, -1.562, 2.596], [2.067, -0.429, 0.564], [0.800, -0.353, 2.575], [3.033, 4.411, 2.573], [5.426, 4.027, 3.112], [6.291, 1.722, 3.289], [4.778, -0.199, 2.886], [0.236, -4.633, -2.749], [0.131, -3.174, -2.401], [0.417, -2.734, -1.293], [-0.332, -2.337, -3.362], [-0.668, -0.952, -3.060], [0.529, -0.028, -3.026], [1.019, 0.501, -4.206], [2.135, 1.320, -4.192], [2.762, 1.568, -2.986], [2.222, 1.015, -1.843], [1.120, 0.245, -1.850], [1.017, -5.084, -2.142], [0.444, -4.796, -3.807], [-0.711, -5.117, -2.497], [-0.550, -2.706, -4.272], [-1.183, -0.917, -2.106], [-1.352, -0.615, -3.838], [0.515, 0.272, -5.136], [2.506, 1.759, -5.110], [3.647, 2.184, -2.920], [2.675, 1.182, -0.877], [-1.384, -1.267, 0.372], [-0.139, -3.145, 1.050], [1.831, -3.836, 0.819], [2.730, -3.405, -0.147], [3.982, -3.998, -0.198], [4.332, -4.996, 0.703], [3.428, -5.409, 1.669], [2.171, -4.823, 1.739], [-1.296, -4.695, 0.182], [-2.523, -4.443, -0.428], [-3.260, -5.487, -0.971], [-2.777, -6.786, -0.912], [-1.554, -7.045, -0.306], [-0.814, -6.005, 0.241], [-0.556, -3.314, 3.083], [-1.865, -3.633, 3.431], [-2.178, -3.848, 4.764], [-1.187, -3.748, 5.734], [0.113, -3.409, 5.381], [0.435, -3.185, 4.049], [2.472, -2.612, -0.831], [4.691, -3.671, -0.947], [5.317, -5.445, 0.659], [3.695, -6.186, 2.374], [1.477, -5.146, 2.505], [-2.906, -3.432, -0.493], [-4.215, -5.284, -1.441], [-3.353, -7.598, -1.336], [-1.176, -8.058, -0.255], [0.141, -6.226, 0.700], [-2.638, -3.715, 2.677], [-3.193, -4.097, 5.046], [-1.432, -3.931, 6.773], [0.877, -3.310, 6.142], [1.439, -2.879, 3.773], [-1.418, 3.942, -0.754], [-2.232, 2.392, -1.011], [-1.110, 1.362, -1.189], [-2.988, 2.056, 0.552], [-2.585, 2.620, 1.755], [-3.141, 2.146, 2.936], [-4.092, 1.138, 2.906], [-4.515, 0.602, 1.693], [-3.961, 1.057, 0.510], [-0.811, 3.966, 0.145], [-2.187, 4.716, -0.749], [-0.776, 4.065, -1.626], [-1.844, 3.405, 1.801], [-2.809, 2.561, 3.879], [-4.506, 0.763, 3.834], [-5.270, -0.173, 1.672], [-4.279, 0.647, -0.442]],
  "forces_ev_per_a": [[0.365, 0.092, -0.310], [0.095, 0.074, 0.033], [0.331, -0.520, -0.144], [-0.049, 0.023, -0.005], [-0.363, -0.066, -0.046], [0.140, -0.276, 0.075], [-0.047, -0.073, 0.070], [0.048, 0.094, 0.001], [0.114, -0.018, 0.034], [-0.103, 0.084, 0.079], [-0.039, 0.312, -0.161], [-0.466, -0.193, 0.032], [0.138, 0.250, -0.398], [-0.272, -0.149, 0.605], [0.162, 0.099, -0.022], [0.034, -0.008, -0.017], [-0.025, -0.003, 0.027], [-0.008, -0.002, -0.005], [0.010, 0.002, -0.034], [0.001, 0.054, -0.028], [-0.313, -0.043, -0.789], [-0.060, 0.267, -0.647], [0.250, -0.257, 0.306], [-0.025, 0.114, 0.031], [0.039, -0.185, 0.014], [0.018, -0.060, -0.102], [0.010, 0.037, -0.090], [0.024, -0.048, 0.000], [0.002, -0.097, -0.028], [0.181, 0.441, -0.003], [0.029, -0.010, -0.010], [-0.013, 0.039, 0.028], [0.035, 0.015, -0.032], [0.032, -0.047, 0.006], [-0.050, -0.009, -0.059], [-0.025, 0.070, 0.034], [0.004, 0.004, 0.013], [0.005, -0.038, 0.011], [-0.021, 0.007, 0.016], [-0.045, 0.051, 0.001], [-0.046, 0.492, 0.536], [-0.238, -0.350, -0.283], [-0.022, 0.169, 0.398], [0.255, -0.149, 0.151], [0.018, -0.005, -0.011], [-0.019, 0.008, 0.024], [0.003, -0.058, 0.009], [0.203, 0.001, -0.179], [-0.048, -0.165, 0.186], [0.117, 0.044, 0.070], [-0.010, -0.009, -0.052], [0.000, -0.016, -0.018], [0.017, 0.037, 0.006], [-0.115, 0.104, 0.009], [-0.019, -0.140, 0.158], [0.085, -0.015, 0.146], [-0.014, 0.008, 0.089], [-0.021, 0.002, -0.022], [-0.041, 0.015, -0.023], [-0.002, 0.107, 0.073], [0.125, -0.041, 0.107], [0.033, 0.006, 0.016], [-0.034, 0.007, -0.016], [0.017, 0.015, -0.009], [0.001, 0.032, 0.024], [-0.003, 0.033, 0.030], [0.038, -0.006, 0.018], [0.007, 0.011, 0.015], [-0.007, 0.026, -0.009], [-0.001, 0.021, 0.013], [-0.015, -0.046, -0.022], [0.022, -0.005, 0.010], [-0.006, 0.018, -0.010], [-0.028, -0.005, -0.019], [-0.092, -0.118, 0.046], [0.042, 0.227, -0.031], [-0.088, -0.151, -0.051], [-0.115, -0.133, 0.133], [-0.015, -0.081, 0.097], [-0.073, -0.027, -0.022], [-0.004, 0.043, -0.001], [0.001, -0.011, -0.035], [-0.008, -0.019, 0.003], [-0.035, 0.070, 0.030], [0.011, 0.018, -0.040], [0.047, -0.009, 0.032], [-0.042, 0.052, -0.001], [-0.069, -0.053, -0.011], [0.000, -0.028, -0.049], [-0.010, 0.029, -0.038], [0.023, 0.020, 0.009], [0.033, -0.002, 0.032]],
  "mulliken_charge": [1.64, -0.64, 1.73, -0.81, -0.12, -0.76, -0.62, -0.64, -0.75, -0.76, -0.17, 1.33, -0.75, -0.60, -0.47, 0.58, 0.42, 0.42, 0.59, -1.39, 0.17, 0.21, -0.03, -0.96, 1.08, -0.84, -0.45, -1.16, -0.27, 0.77, 0.20, 0.55, 0.21, 0.31, -0.42, 0.81, 0.52, 0.45, 0.53, 0.63, -0.58, 1.25, 2.00, -0.55, -0.96, -0.73, -0.90, -1.01, 0.88, -0.60, -0.66, -0.69, -0.71, -0.35, 1.28, -0.88, -0.71, -0.64, -0.92, -0.26, 0.39, 0.47, 0.40, 0.46, 0.54, 0.36, 0.45, 0.40, 0.45, 0.38, 0.37, 0.44, 0.41, 0.47, 0.41, -0.80, 0.13, -0.55, 0.64, -0.23, -0.67, -0.62, -0.50, -0.78, 0.04, 0.48, 0.37, 0.58, 0.43, 0.42, 0.46, 0.43]
}